Density functional theory data (ωB97M-V with the def2-TZVPD basis set) for C3H2N2O in the gas phase in a non-equilibrium geometry.

The geometry in XYZ format:
```
8
Properties=species:S:1:pos:R:3:forces:R:3
N -0.252363 2.497849 -0.938472 0.009 -0.800 0.471
C -0.229483 1.498959 -0.353390 0.068 1.059 -0.177
C -0.199498 0.236314 0.304970 0.079 0.259 -0.173
O -1.377438 -0.233623 0.839682 -0.277 -0.137 0.499
C 0.813358 -0.571575 0.078459 -0.068 0.650 0.804
N 1.589033 -1.407422 -0.372383 -1.435 0.535 -0.982
H -1.176307 -0.691718 1.663318 -0.169 0.095 0.044
H 0.887861 -1.391861 -1.187215 1.793 -1.662 -0.486
```
Forces are in eV/Å.

The value obtained for the HOMO energy is -9.55 eV. The calculation puts the energy relative to the best compared isomer or geometry (same formula, charge and spin) at 197.5 kJ/mol. Its SMILES is N#CC(O)=C=N. The value obtained for the HOMO-LUMO gap is 9.46 eV. The max |F| comes out at 2.5 eV Å⁻¹.

=====

Density functional theory data (ωB97M-V with the def2-TZVPD basis set) for C3H2N2O2 in the gas phase in a non-equilibrium geometry.

The geometry in XYZ format:
```
9
Properties=species:S:1:pos:R:3:forces:R:3
O -1.291572 0.162703 -1.329178 -0.072 -0.334 0.438
C -1.496841 -0.450083 -0.324432 0.026 0.255 -0.366
C 0.256635 2.019706 0.984314 0.588 -0.790 -0.351
N 0.826494 1.083462 0.546911 -0.540 0.796 0.407
C 1.348930 -0.062986 0.000294 -0.075 -0.312 -0.106
N 0.725871 -1.165769 -0.127202 0.329 0.392 -0.013
O -0.570517 -1.123785 0.409362 -0.161 0.023 0.051
H -2.459121 -0.569014 0.190085 0.058 -0.014 -0.086
H 2.377734 -0.026505 -0.343223 -0.152 -0.016 0.027
```
Forces are in eV/Å.

The value obtained for the HOMO energy is -11.22 eV. The calculation puts the energy relative to the best compared isomer or geometry (same formula, charge and spin) at 299.5 kJ/mol. The value obtained for the HOMO-LUMO gap is 10.99 eV. The max |F| comes out at 1.0 eV Å⁻¹.

=====

Density functional theory data (ωB97M-V with the def2-TZVPD basis set) for C3H2N2O2 in the gas phase in a non-equilibrium geometry.

The geometry in XYZ format:
```
9
Properties=species:S:1:pos:R:3:forces:R:3
O 2.239064 0.431603 -0.117094 1.223 -2.981 0.997
C 1.585272 -0.600987 0.108394 3.683 -0.029 -2.097
C 0.237922 -0.278173 0.047659 0.214 3.768 0.462
C -0.152321 1.017725 0.029050 -1.117 2.204 1.287
N -1.586968 0.849899 0.024370 1.302 3.713 -0.554
N -1.872489 -0.354240 -0.073825 -2.672 1.699 0.367
O -0.783101 -1.008590 -0.011826 0.690 -7.295 -0.269
H 1.965152 -1.723082 0.071828 -0.325 2.211 0.530
H 0.578099 2.037979 0.195103 -2.998 -3.290 -0.722
```
Forces are in eV/Å.

The value obtained for the HOMO energy is -10.65 eV. The calculation puts the energy relative to the best compared isomer or geometry (same formula, charge and spin) at 410.5 kJ/mol. Its SMILES is O=Cc1cnno1. The value obtained for the HOMO-LUMO gap is 9.78 eV. The max |F| comes out at 7.3 eV Å⁻¹.

=====

Density functional theory data (ωB97M-V with the def2-TZVPD basis set) for 2 unconnected molecules or ions with the total composition C3H2N2O2 in a non-equilibrium geometry.

The geometry in XYZ format:
```
9
Properties=species:S:1:pos:R:3:forces:R:3
O 1.960108 -0.726731 -1.297620 3.740 0.170 -0.535
C 0.854074 -0.790758 -1.084981 -1.739 0.091 0.357
N -0.315730 -0.916886 -0.992414 0.485 -0.573 -0.591
C -1.543051 -0.766968 -0.492592 -0.673 -0.884 -2.970
O -1.839396 -0.470655 0.584693 -0.881 1.167 4.132
H -2.249745 -1.008449 -1.268548 -0.916 -0.066 -0.445
C 1.056610 1.586519 1.531449 0.239 -0.245 2.014
N 0.859449 1.568237 0.414228 -0.164 0.176 -1.188
H 1.217680 1.525692 2.605784 -0.091 0.165 -0.775
```
Forces are in eV/Å.

The value obtained for the HOMO energy is -10.90 eV. The calculation puts the energy relative to the best compared isomer or geometry (same formula, charge and spin) at 105.8 kJ/mol. Its SMILES is O=C=NC=O.C#N. The value obtained for the HOMO-LUMO gap is 11.74 eV. The max |F| comes out at 4.4 eV Å⁻¹.

=====

Density functional theory data (ωB97M-V with the def2-TZVPD basis set) for C3H2N2O2S in the gas phase in a non-equilibrium geometry.

The geometry in XYZ format:
```
10
Properties=species:S:1:pos:R:3:forces:R:3
O -2.188020 1.674471 0.068690 0.353 -0.774 0.473
N -1.964634 0.459286 0.086342 1.029 0.575 -1.260
S -3.041451 -0.725494 -0.096349 -0.331 -0.164 0.335
C -0.541698 0.060145 0.020693 1.132 -0.558 0.528
N -0.027636 -1.139098 0.090636 -0.779 1.698 0.028
C 1.345472 -0.911212 0.019872 -0.974 -2.065 0.418
C 1.561703 0.399948 -0.136283 2.580 0.246 0.489
O 0.404120 1.045961 -0.071868 -1.976 0.378 -0.461
H 1.925337 -1.821419 0.218016 0.349 0.996 -0.561
H 2.526811 0.957414 -0.199751 -1.383 -0.332 0.011
```
Forces are in eV/Å.

The value obtained for the HOMO energy is -9.58 eV. The calculation puts the energy relative to the best compared isomer or geometry (same formula, charge and spin) at 461.4 kJ/mol. Its SMILES is [O-][N+](=S)c1ncco1. The value obtained for the HOMO-LUMO gap is 7.93 eV. The max |F| comes out at 2.6 eV Å⁻¹.

=====

Density functional theory data (ωB97M-V with the def2-TZVPD basis set) for C3H2N2O2S in the gas phase in a non-equilibrium geometry.

The geometry in XYZ format:
```
10
Properties=species:S:1:pos:R:3:forces:R:3
N 2.792748 -2.072509 0.517562 -2.515 5.944 -3.291
C 2.313097 -1.100831 -0.046129 0.219 -4.838 2.003
C 1.244221 -0.197830 -0.836933 1.309 2.196 -1.455
O 1.495414 0.365508 -1.921772 -0.801 -2.343 3.426
N 0.150167 0.087013 -0.031476 0.124 -1.845 0.966
O -0.894080 0.876624 -0.568401 -0.734 -1.076 2.604
C -1.960750 0.852227 0.374274 -0.654 2.826 -2.249
S -2.270435 -0.048325 1.667042 0.627 0.020 -0.544
H -0.232197 -0.520614 0.802293 1.137 1.164 -1.975
H -2.638185 1.758737 0.043540 1.287 -2.048 0.516
```
Forces are in eV/Å.

The value obtained for the HOMO energy is -10.54 eV. The calculation puts the energy relative to the best compared isomer or geometry (same formula, charge and spin) at 486.8 kJ/mol. Its SMILES is N#CC(=O)NOC=S. The value obtained for the HOMO-LUMO gap is 9.57 eV. The max |F| comes out at 7.2 eV Å⁻¹.

=====

Density functional theory data (ωB97M-V with the def2-TZVPD basis set) for C3H2N2O3 in the gas phase in a non-equilibrium geometry.

The geometry in XYZ format:
```
10
Properties=species:S:1:pos:R:3:forces:R:3
H -0.318442 2.710212 0.791351 -1.401 1.028 1.013
N 0.118659 2.527510 -0.076063 0.725 -1.436 0.388
C 0.119493 1.277523 -0.184950 -0.004 -0.332 -1.767
N 0.962769 0.659554 -1.102082 0.308 -3.372 0.885
C 1.108725 -0.636245 -0.954715 -0.063 2.360 -1.477
O 0.415338 -1.506963 -0.165466 0.328 1.697 -0.967
C -0.617878 -0.926280 0.497024 -1.436 -3.300 5.168
O -1.197412 -1.650867 1.325015 1.084 2.559 -3.153
O -0.809426 0.386833 0.454030 0.447 0.945 -0.254
H 1.818412 -1.141673 -1.597123 0.011 -0.148 0.165
```
Forces are in eV/Å.

The value obtained for the HOMO energy is -11.02 eV. The calculation puts the energy relative to the best compared isomer or geometry (same formula, charge and spin) at 206.1 kJ/mol. Its SMILES is [H]/N=c1/ncoc(=O)o1. The value obtained for the HOMO-LUMO gap is 10.68 eV. The max |F| comes out at 6.3 eV Å⁻¹.

=====

Density functional theory data (ωB97M-V with the def2-TZVPD basis set) for C3H2N2O3 in the gas phase in a non-equilibrium geometry.

The geometry in XYZ format:
```
10
Properties=species:S:1:pos:R:3:forces:R:3
O -2.382776 0.119630 -0.252794 3.545 -3.981 2.471
C -1.514616 -0.709416 0.180359 -0.079 1.722 -2.129
C -0.005520 -0.429479 0.209070 0.400 -0.060 -1.035
N 0.776273 -1.409273 -0.190131 1.072 2.186 1.601
O 2.031133 -0.774182 -0.196554 1.997 -4.616 -0.953
N 2.096272 0.537030 0.003436 -2.440 -0.197 0.475
C 0.837977 0.732553 0.224593 -3.846 4.048 -1.761
O 0.219181 1.947069 -0.087787 7.062 0.239 2.614
H -1.422427 -1.863891 0.386665 -2.125 1.668 -0.322
H -0.635500 1.849956 -0.276854 -5.587 -1.009 -0.961
```
Forces are in eV/Å.

The value obtained for the HOMO energy is -10.55 eV. The calculation puts the energy relative to the best compared isomer or geometry (same formula, charge and spin) at 591.9 kJ/mol. Its SMILES is O=Cc1nonc1O. The value obtained for the HOMO-LUMO gap is 9.43 eV. The max |F| comes out at 7.5 eV Å⁻¹.

=====

Density functional theory data (ωB97M-V with the def2-TZVPD basis set) for C3H2N2O3 in the gas phase in a non-equilibrium geometry.

The geometry in XYZ format:
```
10
Properties=species:S:1:pos:R:3:forces:R:3
C -1.036138 -0.687533 0.013061 0.195 0.217 0.019
C -0.995119 0.655714 -0.005724 -0.160 -0.398 -0.002
C 0.341992 -1.199092 0.008021 -0.169 -0.199 -0.067
N 0.311067 1.128539 -0.003084 0.462 -0.946 -0.009
N 1.180550 -0.012419 0.003156 -0.307 0.816 0.011
O 0.704135 2.292898 -0.000052 0.265 0.202 -0.017
O 2.410855 0.074399 -0.001246 -0.282 0.099 0.005
O 0.781305 -2.307197 -0.010912 0.046 0.124 0.051
H -1.903118 -1.319326 0.028612 -0.075 -0.043 -0.034
H -1.795532 1.374018 -0.031835 0.024 0.129 0.043
```
Forces are in eV/Å.

The value obtained for the HOMO energy (spin up / spin down) is -9.25 / -9.77 eV. The calculation puts the energy relative to the best compared isomer or geometry (same formula, charge and spin) at 611.6 kJ/mol. The value obtained for the HOMO-LUMO gap (spin up / spin down) is 7.54 / 7.98 eV. The max |F| comes out at 1.1 eV Å⁻¹.

=====

Density functional theory data (ωB97M-V with the def2-TZVPD basis set) for 2 unconnected molecules or ions with the total composition C3H2N2O3 in a non-equilibrium geometry.

The geometry in XYZ format:
```
10
Properties=species:S:1:pos:R:3:forces:R:3
C -1.492929 0.387274 0.772672 1.577 -0.073 -0.774
C 0.690259 3.225981 0.081823 -0.443 -0.567 0.542
C 1.671483 1.708206 -1.718166 1.520 0.100 -0.921
N -2.297356 0.459348 -0.095150 -1.633 0.250 -1.312
N 0.701866 2.172253 -0.540403 1.330 -0.743 0.899
O -0.638693 0.294722 1.554678 -0.109 -0.028 1.023
O 0.774880 3.907498 0.997069 0.017 1.278 0.239
O 0.226724 1.509553 -1.599610 -0.809 -0.691 -1.113
H 2.281019 0.789963 -1.378207 -1.583 0.660 0.319
H -2.241411 0.640075 -1.102161 0.133 -0.186 1.097
```
Forces are in eV/Å.

The value obtained for the HOMO energy is -8.72 eV. The calculation puts the energy relative to the best compared isomer or geometry (same formula, charge and spin) at 803.8 kJ/mol. The value obtained for the HOMO-LUMO gap is 8.21 eV. The max |F| comes out at 2.1 eV Å⁻¹.

=====

Density functional theory data (ωB97M-V with the def2-TZVPD basis set) for a molecular structure, C3H2N2S in a non-equilibrium geometry.

The geometry in XYZ format:
```
8
Properties=species:S:1:pos:R:3:forces:R:3
C 0.532995 0.736572 -0.016969 -2.503 1.432 0.132
C 0.509300 -0.692259 -0.055690 0.589 2.277 0.484
C 2.376304 -0.034434 -0.074754 2.534 1.123 -0.394
N 1.778470 1.151158 0.044225 1.596 0.086 0.635
N 1.731500 -1.150455 0.079599 1.747 -1.290 0.062
S 4.915067 0.068350 -0.002806 -2.928 -0.165 -0.050
H -0.331722 1.491647 0.088619 1.476 -1.474 -0.586
H -0.283182 -1.299032 -0.189826 -2.512 -1.990 -0.283
```
Forces are in eV/Å.

The value obtained for the HOMO energy (spin up / spin down) is -8.87 / -8.88 eV. The calculation puts the energy relative to the best compared isomer or geometry (same formula, charge and spin) at 545.0 kJ/mol. The value obtained for the HOMO-LUMO gap (spin up / spin down) is 5.08 / 5.09 eV. The max |F| comes out at 3.2 eV Å⁻¹.

=====

Density functional theory data (ωB97M-V with the def2-TZVPD basis set) for C3H2N2S in the gas phase in a non-equilibrium geometry.

The geometry in XYZ format:
```
8
Properties=species:S:1:pos:R:3:forces:R:3
N 2.517482 -0.773851 -0.175927 -4.996 1.938 1.220
C 1.409254 -0.388466 0.066553 5.602 -2.158 -2.220
C 0.018583 -0.062279 0.319362 1.983 -1.259 4.733
S -0.443376 1.591884 -0.018630 -0.156 0.115 -1.844
C -0.891342 -1.119457 -0.001258 -5.550 -1.859 -0.944
N -1.940944 -1.661114 -0.135725 4.177 1.469 0.317
H 0.109638 -0.171155 1.487905 -0.680 0.450 -1.582
H -0.270357 1.166989 -1.316207 -0.379 1.305 0.321
```
Forces are in eV/Å.

The value obtained for the HOMO energy is -10.79 eV. The calculation puts the energy relative to the best compared isomer or geometry (same formula, charge and spin) at 88.9 kJ/mol. Its SMILES is N#CC(S)C#N. The value obtained for the HOMO-LUMO gap is 10.63 eV. The max |F| comes out at 6.4 eV Å⁻¹.